Model A:
C3H5NOS2 | the ωB97M-V functional and the def2-TZVPD basis

Its lowest unoccupied orbital energy is -0.2 eV. Its charge is 0. The HOMO-LUMO gap comes out at 8.00 eV. Its SMILES is COC(=S)NC=S. The calculation puts the HOMO energy at -8.233 eV.

Each atom is followed by the atoms it is bonded to, with distances in Å.
Geometry (Å):
1 C -1.9747 -0.2842 0.1564  H4 1.256, H5 1.292, H6 1.119, O10 1.420
2 C 0.1244 1.0876 0.1099  N9 1.376, O10 1.348, S11 1.632
3 C 2.2400 -0.4062 -0.1791  H8 1.156, N9 1.490, S12 1.527
4 H -1.8163 -0.7450 1.3143  C1 1.256
5 H -3.2503 -0.2704 -0.0489  C1 1.292
6 H -1.5943 -0.9463 -0.6614  C1 1.119
7 H 0.1590 -1.0383 -0.0407  N9 1.122
8 H 2.4578 -1.3267 -0.8444  C3 1.156
9 N 0.7911 -0.1121 0.0058  C2 1.376, C3 1.490, H7 1.122
10 O -1.2075 0.9023 0.0184  C1 1.420, C2 1.348
11 S 0.6765 2.6177 -0.0237  C2 1.632
12 S 3.3943 0.5216 0.1934  C3 1.527



Model B:
C3H5NOS2 | the ωB97M-V functional and the def2-TZVPD basis

Its lowest unoccupied orbital energy is -0.6 eV. Its charge is 0. The HOMO-LUMO gap comes out at 8.17 eV. Its SMILES is CSC(=S)/C=N\O. The calculation puts the HOMO energy at -8.789 eV.

Each atom is followed by the atoms it is bonded to, with distances in Å.
Geometry (Å):
1 C -2.2000 0.4953 -0.4980  H4 1.126, H5 1.147, H6 1.158, S11 1.802
2 C 0.1009 -0.3497 0.6334  C3 1.478, S11 1.735, S12 1.618
3 C 1.5424 -0.6067 0.8346  C2 1.478, H7 1.123, N9 1.240
4 H -2.3655 1.1115 0.4300  C1 1.126
5 H -2.7500 0.9884 -1.3758  C1 1.147
6 H -2.6139 -0.5823 -0.4117  C1 1.158
7 H 1.8258 -1.2004 1.7452  C3 1.123
8 H 3.0387 0.5940 -1.4062  O10 0.952
9 N 2.5009 -0.2883 0.1159  C3 1.240, O10 1.377
10 O 2.1889 0.4556 -0.9999  H8 0.952, N9 1.377
11 S -0.4319 0.4071 -0.8340  C1 1.802, C2 1.735
12 S -0.8363 -1.0246 1.7665  C2 1.618



Result of the stability comparison: model B is the most stable of them.



Model A:
C3H5NOS2 | the ωB97M-V functional and the def2-TZVPD basis

Its lowest unoccupied orbital energy is -0.6 eV. Its charge is 0. The HOMO-LUMO gap comes out at 8.13 eV. Its SMILES is CSC(=S)NC=O. The calculation puts the HOMO energy at -8.758 eV.

Each atom is followed by the atoms it is bonded to, with distances in Å.
Geometry (Å):
1 C 0.3429 -1.6145 1.4751  H4 1.178, H5 1.100, H6 1.142, S11 1.839
2 C -0.4517 0.1163 -0.4278  N9 1.385, S11 1.679, S12 1.696
3 C 1.0892 1.5774 0.9253  H8 1.185, N9 1.373, O10 1.255
4 H 0.4446 -2.7795 1.6171  C1 1.178
5 H 1.3174 -1.2486 1.8307  C1 1.100
6 H -0.5439 -1.3519 2.1453  C1 1.142
7 H -0.7979 1.9542 0.2135  N9 1.069
8 H 1.1386 2.7306 1.1940  C3 1.185
9 N -0.1179 1.1568 0.4234  C2 1.385, C3 1.373, H7 1.069
10 O 2.1138 0.8779 1.1144  C3 1.255
11 S 0.1697 -1.4418 -0.3480  C1 1.839, C2 1.679
12 S -1.6401 0.5105 -1.5717  C2 1.696



Model B:
C3H5NOS2 | the ωB97M-V functional and the def2-TZVPD basis

Its lowest unoccupied orbital energy is 0.3 eV. Its charge is 0. The HOMO-LUMO gap comes out at 9.43 eV. The calculation puts the HOMO energy at -9.096 eV.

Each atom is followed by the atoms it is bonded to, with distances in Å.
Geometry (Å):
1 C 0.7153 0.6727 1.4577  N4 1.300, S7 1.885
2 C -1.1941 0.2212 -0.1530  C3 1.478, N4 1.539, H8 1.073, H9 1.103
3 C -0.1689 -0.6577 -0.7546  C2 1.478, S7 1.852, H10 1.066, H11 1.024
4 N -0.5463 0.7252 1.1487  C1 1.300, C2 1.539, H12 1.010
5 O 1.6541 1.2272 -0.8410  S7 1.449
6 S 2.7936 -1.3483 0.0165  S7 1.892
7 S 1.4544 -0.0205 -0.1314  C1 1.885, C3 1.852, O5 1.449, S6 1.892
8 H -1.3251 1.0795 -0.7837  C2 1.073
9 H -2.0687 -0.3409 0.2144  C2 1.103
10 H -0.1410 -1.6141 -0.2846  C3 1.066
11 H 0.0931 -0.8118 -1.7322  C3 1.024
12 H -1.2663 0.8674 1.8433  N4 1.010



Result of the stability comparison: model A is the most stable of them.



Model A:
C4H29NO12 | the ωB97M-V functional and the def2-TZVPD basis

Its lowest unoccupied orbital energy is 0.1 eV. Its charge is 0. The HOMO-LUMO gap comes out at 9.95 eV. Its SMILES is CC(C)NC(=O)O.O.O.O.O.O.O.O.O.O.O. The calculation puts the HOMO energy at -9.821 eV.

Each atom is followed by the atoms it is bonded to, with distances in Å.
Geometry (Å):
1 C -1.4083 -1.1214 1.8518  C2 1.556, H8 1.124, H9 1.130, H10 1.051
2 C -1.1331 -0.9439 0.3306  C1 1.556, C3 1.518, N4 1.480, H11 1.135
3 C -2.4326 -0.7213 -0.4217  C2 1.518, H12 1.131, H13 1.015, H14 1.111
4 N -0.2746 0.2366 0.0870  C2 1.480, C5 1.367, H15 1.051
5 C 0.8601 0.4811 0.8097  N4 1.367, O6 1.361, O7 1.233
6 O 1.4997 1.5887 0.3448  C5 1.361, H16 1.016
7 O 1.2532 -0.1255 1.8087  C5 1.233
8 H -2.2284 -1.8744 2.0034  C1 1.124
9 H -1.6646 -0.1478 2.3653  C1 1.130
10 H -0.5809 -1.5283 2.3567  C1 1.051
11 H -0.6025 -1.8755 -0.0430  C2 1.135
12 H -3.0270 0.1645 -0.0459  C3 1.131
13 H -3.0598 -1.5171 -0.3568  C3 1.015
14 H -2.1941 -0.5787 -1.4973  C3 1.111
15 H -0.4197 0.7114 -0.8392  N4 1.051
16 H 2.0109 2.0584 1.0873  O6 1.016
17 H -0.0253 1.8361 -3.1617  O19 0.998
18 H 0.9059 0.6365 -2.7268  O19 1.016
19 O -0.0648 0.9366 -2.7307  H17 0.998, H18 1.016
20 H -2.1388 -0.9569 -4.0083  O22 0.943
21 H -0.8011 -0.3898 -3.5807  O22 0.933
22 O -1.2096 -1.1201 -3.9935  H20 0.943, H21 0.933
23 H 2.5418 3.9256 2.4688  O25 0.978
24 H 1.0395 3.5763 2.1220  O25 1.044
25 O 1.9361 3.1577 2.4550  H23 0.978, H24 1.044
26 H 0.3896 0.3735 3.2977  O28 0.959
27 H 0.8016 1.7339 3.9285  O28 0.983
28 O 0.1239 1.0219 3.9518  H26 0.959, H27 0.983
29 H -1.2470 1.9643 3.3309  O31 0.904
30 H -2.5177 1.7658 2.6151  O31 0.940
31 O -1.8802 2.4101 2.8637  H29 0.904, H30 0.940
32 H -0.5510 -3.8380 -2.6762  O34 0.960
33 H -0.3404 -2.5245 -3.4523  O34 0.971
34 O 0.1292 -3.2778 -3.0581  H32 0.960, H33 0.971
35 H 2.6326 -0.3806 -3.6747  O37 0.964
36 H 2.3785 -0.7541 -2.2033  O37 0.958
37 O 2.4317 -0.0122 -2.8070  H35 0.964, H36 0.958
38 H -0.9979 3.3569 1.7651  O40 0.979
39 H -0.1694 3.0568 0.5664  O40 0.954
40 O -0.3309 3.7695 1.1798  H38 0.979, H39 0.954
41 H 2.7023 -2.8901 -1.5457  O43 0.886
42 H 1.3534 -2.6978 -2.0156  O43 0.965
43 O 2.0467 -2.2986 -1.4767  H41 0.886, H42 0.965
44 H 1.6047 -2.6053 0.1656  O46 0.947
45 H 1.2995 -1.8689 1.4856  O46 0.941
46 O 1.3587 -2.7135 1.0737  H44 0.947, H45 0.941



Model B:
C4H29NO12 | the ωB97M-V functional and the def2-TZVPD basis

Its lowest unoccupied orbital energy is -0.6 eV. Its charge is 0. The HOMO-LUMO gap comes out at 9.11 eV. Its SMILES is C[C@H](O)[C@@H](N)C=O.O.O.O.O.O.O.O.O.O.O. The calculation puts the HOMO energy at -9.685 eV.

Each atom is followed by the atoms it is bonded to, with distances in Å.
Geometry (Å):
1 O -1.8276 0.9076 3.0086  C2 1.211
2 C -1.9016 1.0546 1.8085  O1 1.211, C3 1.515, H8 1.113
3 C -0.7640 0.6416 0.8971  C2 1.515, C4 1.572, N7 1.541, H9 1.093
4 C -0.2247 -0.7959 1.2341  C3 1.572, C5 1.509, O6 1.409, H10 1.083
5 C 1.0702 -0.9288 0.4708  C4 1.509, H11 1.111, H12 1.089, H13 1.109
6 O -1.3410 -1.6110 0.9603  C4 1.409, H14 0.974
7 N -1.3604 0.6143 -0.5232  C3 1.541, H15 1.031, H16 1.007
8 H -2.8197 1.5197 1.3838  C2 1.113
9 H 0.0036 1.4099 1.0223  C3 1.093
10 H -0.1074 -0.6375 2.2995  C4 1.083
11 H 1.8405 -0.8209 1.2637  C5 1.111
12 H 1.3074 -0.1887 -0.2923  C5 1.089
13 H 1.2712 -1.9321 0.0442  C5 1.109
14 H -1.3648 -2.5687 0.7826  O6 0.974
15 H -2.3283 0.2732 -0.4219  N7 1.031
16 H -1.3378 1.5660 -0.8513  N7 1.007
17 H 4.4087 -0.0615 -1.8247  O19 0.964
18 H 3.7663 0.0672 -0.4172  O19 0.963
19 O 3.8790 -0.5262 -1.1675  H17 0.964, H18 0.963
20 H -0.1027 1.0186 4.3898  O22 0.959
21 H -1.0859 -0.0471 4.8510  O22 0.969
22 O -0.2262 0.3467 5.0623  H20 0.959, H21 0.969
23 H 1.8925 -3.1562 -2.4153  O25 0.963
24 H 2.6296 -2.3549 -1.3641  O25 0.963
25 O 2.4198 -3.2606 -1.6164  H23 0.963, H24 0.963
26 H 0.3304 0.1010 -1.8357  O28 0.991
27 H 1.6236 -0.2185 -2.5326  O28 0.968
28 O 0.6702 -0.2796 -2.6856  H26 0.991, H27 0.968
29 H 0.3621 -4.1259 -0.1403  O31 0.968
30 H -0.5239 -4.8609 0.8280  O31 0.962
31 O 0.4055 -4.6983 0.6386  H29 0.968, H30 0.962
32 H -1.1728 -1.7584 -1.3798  O34 0.971
33 H 0.0902 -2.2192 -1.8897  O34 0.967
34 O -0.7604 -2.6005 -1.6332  H32 0.971, H33 0.967
35 H 2.6760 3.1779 -0.1844  O37 0.973
36 H 2.3691 1.7910 -0.0011  O37 0.969
37 O 3.0313 2.4230 0.3156  H35 0.973, H36 0.969
38 H 0.5957 2.6374 -2.5104  O40 0.963
39 H -0.0622 3.2423 -1.2379  O40 0.984
40 O 0.7717 2.8551 -1.5894  H38 0.963, H39 0.984
41 H -4.7926 -0.1383 -0.8373  O43 0.970
42 H -4.6977 1.1334 -0.1934  O43 0.970
43 O -4.2897 0.2572 -0.1084  H41 0.970, H42 0.970
44 H -1.7365 4.3231 -1.2515  O46 0.971
45 H -1.0888 4.5758 0.0797  O46 0.977
46 O -1.4977 3.8533 -0.4358  H44 0.971, H45 0.977



Result of the stability comparison: model A is the most stable of them.